Entry 1:
{"formula": "CH3O6S", "method": "the ωB97M-V functional and the def2-TZVPD basis", "gap_ev": 8.804, "charge": -1, "elements": ["C", "O", "O", "O", "O", "O", "O", "S", "H", "H", "H"], "coordinates": [[-0.513857, 1.127074, 1.089293], [0.212085, 0.813827, -2.030154], [1.083960, -1.367120, -1.202585], [0.620810, 0.522041, 0.444853], [-1.511887, 1.100024, 0.315614], [-0.738293, -1.410412, 0.679366], [-0.363323, 1.512955, 2.236965], [-0.235793, -0.317541, -0.722618], [0.875592, 1.432670, -1.665247], [-0.285256, -1.239723, 1.478734], [0.855963, -2.173795, -0.624222]], "forces_ev_per_angstrom": [[-0.79, 0.85, 0.89], [0.62, -0.04, 1.36], [-1.71, -0.65, 1.98], [-0.54, -0.04, -1.14], [0.63, 0.46, 0.36], [-0.50, -1.26, -1.98], [0.21, -0.08, -0.53], [0.99, -0.84, -0.91], [-0.36, -0.39, -0.34], [0.95, 0.35, 1.37], [0.51, 1.64, -1.07]], "lowdin_charge": [-0.81, -0.35, -0.33, -0.24, -0.09, -0.36, 0.03, 1.08, 0.03, -0.01, 0.06]}

Entry 2:
{"formula": "C4H12S", "method": "the ωB97M-V functional and the def2-TZVPD basis", "gap_ev": 9.410, "charge": 0, "elements": ["C", "S", "C", "H", "H", "H", "H", "H", "H", "C", "C", "H", "H", "H", "H", "H", "H"], "coordinates": [[1.082573, -1.300755, 1.052632], [1.141553, 0.431584, 1.427868], [-0.107799, 0.564029, 2.729139], [0.845623, -1.897712, 1.939462], [2.037584, -1.627290, 0.621828], [0.293618, -1.585118, 0.336570], [-0.358159, -0.349924, 3.278096], [-1.063805, 0.992891, 2.376543], [0.248081, 1.265254, 3.474820], [-0.543443, 0.369271, -2.887110], [-0.588402, 0.481538, -1.384086], [0.251058, 1.040248, -3.270565], [-1.445894, 0.683647, -3.417769], [-0.240768, -0.609463, -3.273694], [-1.315144, 1.244941, -1.089661], [0.393041, 0.796043, -1.007801], [-0.629718, -0.499184, -0.906273]], "forces_ev_per_angstrom": [[-0.55, -1.24, -0.41], [0.11, 0.22, 0.79], [-0.93, 0.51, 0.20], [0.44, 0.18, 0.05], [-0.19, 0.17, 0.26], [0.31, 0.32, 0.12], [0.40, -0.12, -0.41], [0.42, -0.32, -0.16], [0.27, 0.14, 0.09], [0.94, 0.50, -1.35], [1.00, -0.02, 0.08], [-0.41, -0.15, 0.07], [-0.10, -0.24, 0.26], [-0.26, -0.04, 0.26], [0.00, -0.56, 0.43], [-0.34, 0.37, -0.30], [-1.12, 0.27, 0.02]], "lowdin_charge": [-0.45, 0.76, -0.42, 0.04, 0.04, 0.02, 0.04, 0.04, 0.02, -0.18, -0.20, 0.07, 0.06, 0.06, 0.08, 0.01, 0.03]}

Entry 3:
{"formula": "C21H22FNO3", "method": "the ωB97M-V functional and the def2-TZVPD basis", "gap_ev": 8.608, "charge": 0, "elements": ["F", "C", "C", "C", "C", "C", "C", "C", "C", "C", "C", "N", "C", "C", "O", "C", "C", "C", "C", "C", "C", "O", "C", "O", "C", "C", "H", "H", "H", "H", "H", "H", "H", "H", "H", "H", "H", "H", "H", "H", "H", "H", "H", "H", "H", "H", "H", "H"], "coordinates": [[4.150336, 2.035348, -4.428848], [3.698299, 1.706190, -3.188532], [3.109146, 2.635589, -2.353126], [2.577517, 2.268485, -1.111885], [2.725367, 0.940542, -0.661330], [2.172502, 0.455187, 0.657875], [2.890789, 1.146828, 1.841763], [2.252899, 0.831663, 3.183276], [1.999762, -0.644908, 3.490106], [0.578461, -0.914793, 2.873688], [0.170828, 0.441896, 2.273311], [0.882063, 1.370581, 3.111968], [0.633428, 0.708254, 0.812105], [-0.178929, -0.116057, -0.217782], [-1.591262, 0.201974, -0.084606], [-2.526639, -0.614260, -0.680560], [-2.312750, -1.821722, -1.323106], [-3.385400, -2.557178, -1.892039], [-4.657983, -2.023150, -1.831164], [-4.861549, -0.785695, -1.249446], [-3.822488, -0.102291, -0.614779], [-6.169677, -0.413077, -1.342562], [-6.817996, -1.550805, -2.044389], [-5.807579, -2.478979, -2.385279], [3.403776, 0.025383, -1.465450], [3.909063, 0.419449, -2.712925], [3.049179, 3.664359, -2.692014], [2.063847, 3.025468, -0.551039], [2.290915, -0.652460, 0.657028], [2.884692, 2.219164, 1.701486], [3.924386, 0.808007, 1.847134], [2.780578, 1.344304, 3.993223], [1.972266, -0.776893, 4.560800], [2.778538, -1.282731, 3.105766], [0.553171, -1.753616, 2.165455], [-0.102645, -1.156652, 3.690045], [-0.926193, 0.568591, 2.289651], [0.453140, 1.429128, 4.021636], [0.480096, 1.778786, 0.555314], [0.024199, -1.178621, 0.028315], [0.168946, 0.115075, -1.246866], [-1.315754, -2.241624, -1.325520], [-3.192524, -3.493594, -2.448712], [-4.053184, 0.828518, -0.178741], [-7.352916, -1.219767, -2.955332], [-7.545685, -1.986973, -1.360204], [3.539978, -0.972071, -1.120956], [4.502987, -0.230851, -3.392754]], "forces_ev_per_angstrom": [[-0.24, 0.03, 0.71], [0.28, -0.58, 0.86], [-0.41, 0.60, -0.20], [0.79, -0.97, -0.79], [-0.29, 0.19, -0.18], [-1.02, -0.03, 0.23], [0.26, -1.18, -0.11], [-1.00, 0.49, 0.32], [-0.36, -0.08, -0.62], [0.62, -0.45, -0.12], [-0.34, -0.20, -0.76], [0.02, 1.55, 0.07], [-0.16, 0.09, -0.69], [0.15, -0.03, 0.46], [0.99, -0.59, -0.12], [-0.23, 0.34, 0.02], [0.04, -0.49, 0.12], [0.13, -0.12, -0.36], [1.43, 0.34, 0.01], [1.12, 0.12, 0.97], [-1.39, -0.76, -1.13], [-0.53, -0.97, -0.88], [-0.09, 0.89, 0.24], [-0.67, -0.32, -0.26], [0.19, 1.36, -0.93], [0.44, -0.48, -0.94], [-0.15, -0.05, 0.01], [-0.10, 0.11, 0.37], [0.26, 0.59, 0.37], [-0.04, 0.28, -0.09], [0.27, 0.05, -0.04], [0.07, -0.09, -0.17], [-0.01, -0.12, 0.36], [0.26, -0.41, -0.25], [0.09, 0.13, 0.14], [-0.12, -0.05, -0.13], [0.52, 0.18, 0.20], [0.01, -0.06, 0.27], [-0.18, -0.47, 0.53], [-0.35, 0.29, -0.38], [-0.27, -0.25, 0.48], [-0.06, -0.05, -0.24], [-0.13, 0.63, 0.56], [0.09, 0.99, 0.57], [0.53, 0.14, 0.39], [0.11, -0.13, 0.17], [0.14, -0.64, 0.16], [-0.65, 0.18, 0.78]], "lowdin_charge": [0.05, -0.28, -0.01, -0.01, -0.20, -0.23, -0.09, -0.32, -0.12, -0.11, -0.30, 0.00, -0.19, -0.12, -0.05, -0.27, -0.02, 0.02, -0.24, -0.21, 0.09, 0.03, -0.10, 0.03, -0.02, 0.00, 0.12, 0.11, 0.14, 0.12, 0.12, 0.14, 0.10, 0.10, 0.10, 0.11, 0.15, 0.11, 0.15, 0.12, 0.14, 0.10, 0.13, 0.12, 0.14, 0.13, 0.10, 0.13]}

Entry 4:
{"formula": "C43H66N8O5", "method": "the ωB97M-V functional and the def2-TZVPD basis", "gap_ev": 7.767, "charge": 0, "elements": ["C", "C", "C", "N", "C", "H", "H", "H", "H", "H", "C", "C", "C", "N", "C", "H", "H", "H", "H", "H", "C", "C", "C", "N", "C", "H", "H", "H", "H", "H", "C", "C", "C", "N", "C", "H", "H", "H", "H", "H", "C", "C", "C", "N", "C", "H", "H", "H", "H", "H", "C", "C", "C", "N", "C", "H", "H", "H", "H", "H", "C", "C", "C", "N", "C", "H", "H", "H", "H", "H", "C", "N", "C", "C", "O", "H", "H", "H", "H", "H", "H", "H", "C", "C", "C", "O", "H", "H", "H", "H", "H", "H", "C", "C", "C", "O", "H", "H", "H", "H", "H", "H", "C", "C", "C", "O", "H", "H", "H", "H", "H", "H", "C", "C", "C", "O", "H", "H", "H", "H", "H", "H"], "coordinates": [[-2.458005, -5.480098, 2.285604], [-1.153451, -4.972028, 2.302140], [-1.300031, -3.717006, 1.682958], [-2.629566, -3.398164, 1.504491], [-3.343613, -4.515757, 1.656513], [-2.770389, -6.426744, 2.701148], [-0.323592, -5.585122, 2.621295], [-0.514542, -2.984512, 1.569572], [-3.090301, -2.528569, 1.277308], [-4.403489, -4.512527, 1.449031], [-0.474760, -0.759295, -0.780562], [0.756608, -0.176983, -0.760051], [0.919179, 0.552271, 0.434914], [-0.263352, 0.409824, 1.086781], [-1.100593, -0.278939, 0.310477], [-0.722163, -1.408564, -1.607383], [1.582215, -0.136084, -1.455100], [1.726753, 1.055035, 0.946258], [-0.388983, 0.887961, 1.967527], [-2.072612, -0.502459, 0.724753], [1.451072, -2.464233, 5.116187], [0.590709, -2.058824, 4.059036], [1.432910, -1.804754, 2.950605], [2.708979, -2.275968, 3.274759], [2.746644, -2.610719, 4.571711], [1.332448, -2.718881, 6.159014], [-0.460683, -1.818891, 4.117403], [1.249180, -1.566310, 1.913400], [3.364782, -2.219590, 2.508707], [3.696298, -3.014130, 4.890796], [4.854896, 2.321356, 2.098749], [4.657451, 2.612406, 0.784155], [4.394972, 1.331278, 0.244847], [4.204294, 0.395816, 1.331929], [4.679215, 1.002325, 2.438665], [5.122899, 3.033814, 2.864898], [4.638018, 3.582504, 0.309884], [4.140914, 0.974473, -0.742345], [4.102224, -0.608731, 1.308253], [4.814770, 0.507912, 3.389234], [4.546886, -3.419118, -3.950959], [4.538649, -2.032040, -3.847415], [3.238820, -1.724894, -3.498766], [2.574097, -2.841484, -3.163024], [3.423533, -3.893413, -3.349113], [5.337320, -4.055019, -4.321421], [5.333312, -1.409048, -4.230549], [2.816889, -0.748411, -3.312058], [1.600854, -2.984629, -2.934066], [3.107606, -4.919935, -3.235799], [-2.641350, 2.439768, 2.855534], [-2.148475, 1.930127, 4.041662], [-2.512077, 0.601834, 4.151747], [-3.259378, 0.295363, 3.042709], [-3.381908, 1.479903, 2.228789], [-2.314814, 3.435047, 2.592462], [-1.646555, 2.513169, 4.799648], [-2.298080, -0.084083, 4.958059], [-3.686833, -0.600356, 2.855418], [-3.910702, 1.488347, 1.287139], [-3.904681, 1.220047, -3.971473], [-2.508079, 1.057273, -3.854907], [-1.921274, 1.554885, -5.024662], [-2.942593, 2.201060, -5.653909], [-4.105959, 1.886778, -5.112271], [-4.577859, 0.736495, -3.279076], [-2.027553, 0.482025, -3.077357], [-0.908908, 1.496835, -5.396359], [-2.735542, 2.764107, -6.466438], [-4.959252, 2.125023, -5.729948], [-2.529204, -5.175314, -2.076889], [-2.330106, -4.000779, -2.861609], [-1.146125, -3.564116, -3.179314], [-1.083334, -2.586046, -4.355477], [-0.097633, -3.871759, -2.563315], [-3.477686, -5.141674, -1.540836], [-1.775768, -5.304655, -1.299901], [-2.594826, -6.095589, -2.657306], [-3.147511, -3.670654, -3.354524], [-2.018531, -2.159264, -4.717905], [-0.693821, -3.216525, -5.154775], [-0.386289, -1.777607, -4.134856], [0.690253, 2.466586, -2.912964], [1.537126, 2.916387, -4.117269], [3.039387, 2.697269, -3.997709], [1.099446, 3.476804, -5.136347], [-0.086121, 3.213196, -2.745878], [1.311839, 2.451081, -2.017702], [0.245146, 1.476057, -3.006955], [3.602778, 3.141845, -4.818101], [3.081420, 1.611413, -3.912594], [3.553946, 3.185427, -3.170041], [1.775577, 2.456440, 3.468279], [1.983624, 2.790813, 4.941549], [3.201456, 2.179616, 5.544802], [1.276949, 3.540498, 5.529426], [2.543486, 2.922455, 2.850830], [0.854979, 2.993178, 3.239126], [1.602638, 1.431486, 3.140164], [3.941312, 2.210544, 4.744957], [2.976980, 1.168684, 5.884988], [3.675134, 2.713582, 6.368576], [-5.145198, -2.050590, -1.454786], [-5.171390, -1.183353, -0.195558], [-5.776982, 0.206936, -0.396424], [-4.635255, -1.551121, 0.849511], [-4.500978, -2.929178, -1.488897], [-5.124684, -1.524560, -2.409238], [-6.189041, -2.352294, -1.541244], [-5.803677, 0.793861, 0.521678], [-6.769247, 0.117998, -0.838692], [-5.186351, 0.878942, -1.019043], [0.378976, 6.206456, 1.886174], [1.769968, 5.722617, 1.799545], [2.154098, 4.936949, 0.544909], [2.638886, 6.000986, 2.603223], [-0.285477, 5.360032, 1.712467], [0.329935, 6.987356, 1.127302], [0.216290, 6.766215, 2.807210], [2.146716, 3.889874, 0.847674], [3.079657, 5.165703, 0.016594], [1.423835, 4.959042, -0.263992]], "forces_ev_per_angstrom": [[-2.49, 0.56, -1.15], [-1.65, 0.99, -1.46], [1.39, 0.74, 1.62], [1.67, -0.65, -1.05], [0.60, -2.44, 2.57], [-0.07, -0.08, -0.28], [0.32, 0.68, -0.11], [-0.32, 0.11, -0.16], [0.53, -0.04, -0.45], [0.03, -0.16, 0.30], [-0.19, -0.35, -1.79], [4.06, 2.18, 1.34], [-0.41, -0.86, -0.81], [1.33, 1.38, 0.24], [-3.07, -1.36, 1.86], [-0.81, -0.02, 0.40], [-0.23, -0.65, -0.36], [0.12, 0.02, -0.54], [-0.85, -0.30, 0.00], [-0.08, -0.01, -0.28], [2.09, -0.71, -0.59], [1.56, 1.27, -0.68], [-0.35, -1.68, 1.07], [-2.32, 1.86, -1.86], [-0.25, -0.45, 0.46], [-0.71, 0.12, -0.14], [0.10, -0.12, -0.04], [-0.26, 0.16, 0.15], [0.54, -0.53, 0.92], [-0.29, 0.06, 0.78], [1.19, 0.85, 4.05], [-0.58, -2.89, -2.09], [-1.64, -0.55, 0.67], [1.67, 1.09, -1.87], [-0.47, 0.94, 0.12], [0.09, 0.23, -0.06], [0.31, -0.36, -0.11], [-0.01, 0.23, -0.04], [0.04, 0.34, -0.76], [-0.20, 0.02, -0.13], [1.42, -1.40, 0.98], [-0.65, 0.48, -1.46], [0.49, 1.98, 0.72], [0.31, -0.94, 0.30], [-0.94, -0.91, -1.11], [0.15, 0.12, 0.18], [-0.29, 0.33, 0.21], [-0.14, -0.04, -0.13], [-0.26, 0.17, 0.29], [-0.16, 0.16, 0.08], [0.03, 0.79, -0.52], [0.55, -1.10, 1.67], [-0.11, 0.69, -0.36], [-0.18, 1.66, -0.81], [0.42, -1.83, 0.84], [-0.74, 0.06, -0.62], [0.26, -0.17, -0.08], [-0.20, -0.13, -0.23], [-0.06, 0.27, -0.11], [0.15, -0.19, 0.20], [0.38, -1.17, 1.60], [1.19, -0.83, -0.96], [-0.44, 0.07, 2.31], [2.90, -0.29, -2.05], [-2.69, 1.33, -1.34], [-0.35, 0.37, -0.26], [0.14, 0.07, -0.02], [-0.12, 0.48, 0.11], [-0.64, -0.21, 0.00], [-0.42, 0.13, 0.65], [-0.56, -1.07, 1.37], [-2.16, -0.92, 0.20], [3.18, 1.76, 0.07], [0.19, -0.51, 0.22], [-1.54, 0.16, -1.08], [-0.09, 0.33, 0.02], [0.17, 0.23, -0.25], [0.32, 0.05, -0.33], [0.43, 0.07, -0.20], [-0.16, -0.10, 0.34], [0.26, 0.27, -0.24], [0.04, -0.14, -0.09], [0.45, 0.72, -0.37], [-0.06, 1.72, -1.39], [-0.26, 0.29, -0.11], [0.25, -1.40, 2.23], [-0.21, -0.20, -0.18], [0.11, -0.11, -0.04], [0.01, 0.10, -0.24], [-0.44, -0.64, -0.58], [0.85, -0.10, -0.05], [-0.64, -0.33, 0.74], [-1.37, 1.07, -0.27], [1.22, -1.12, -0.74], [0.97, 0.09, 0.03], [-1.32, 1.06, 0.67], [0.24, -0.24, 0.20], [-0.24, 0.03, -0.23], [0.51, -0.27, 0.58], [0.14, -0.66, 0.06], [0.16, -0.20, -0.29], [-0.62, 0.24, 0.17], [-1.23, 0.15, 0.02], [1.98, 0.27, -0.32], [-0.03, -0.03, 0.73], [-1.15, 0.73, -1.16], [0.02, 0.26, 0.52], [0.74, 0.61, 0.21], [-0.30, -0.72, 0.27], [-0.43, -0.53, 0.32], [-0.02, 0.10, 0.02], [0.30, -0.59, -0.58], [0.03, 0.53, 0.37], [2.20, 0.46, -0.54], [-0.89, -0.60, -0.48], [-0.58, -0.26, -0.10], [-0.40, 0.41, -0.07], [-0.47, -0.30, -0.54], [-0.14, -0.59, 0.26], [0.35, -0.19, -0.02], [0.27, 0.26, 0.85], [-0.51, 0.29, 0.20]], "lowdin_charge": [-0.12, -0.09, -0.13, 0.01, -0.15, 0.08, 0.10, 0.07, 0.08, 0.10, -0.10, -0.13, -0.13, 0.05, -0.16, 0.09, 0.07, 0.08, 0.13, 0.09, -0.09, -0.09, -0.13, -0.01, -0.15, 0.09, 0.08, 0.08, 0.13, 0.11, -0.18, -0.09, -0.08, 0.03, -0.16, 0.11, 0.09, 0.09, 0.12, 0.11, -0.14, -0.11, -0.17, 0.03, -0.14, 0.09, 0.09, 0.07, 0.09, 0.11, -0.14, -0.14, -0.13, 0.03, -0.10, 0.09, 0.10, 0.11, 0.11, 0.08, -0.12, -0.11, -0.10, 0.01, -0.18, 0.07, 0.07, 0.11, 0.16, 0.12, -0.06, 0.02, -0.55, 0.01, 0.00, 0.07, 0.09, 0.09, 0.14, 0.07, 0.09, 0.07, -0.02, -0.44, -0.02, 0.02, 0.09, 0.06, 0.06, 0.08, 0.07, 0.08, -0.01, -0.50, -0.01, 0.10, 0.05, 0.07, 0.07, 0.05, 0.09, 0.09, 0.00, -0.40, -0.01, 0.02, 0.06, 0.07, 0.09, 0.07, 0.09, 0.08, -0.02, -0.51, -0.03, 0.07, 0.08, 0.10, 0.09, 0.05, 0.08, 0.07]}